Entry from the OMol25 dataset: a single C3H6Si molecule in a non-equilibrium geometry (wB97M-V/def2-TZVPD).

Cartesian coordinates (Å):
Si -0.24 0.09 0.48
C -2.34 2.46 0.90
C 1.04 -0.72 -0.93
C -1.35 1.77 1.02
H 0.55 -0.59 -1.91
H 1.19 -1.70 -0.64
H -3.29 2.90 0.80
H 2.05 -0.26 -0.95
H 0.53 -0.27 1.80
H -1.51 -0.80 0.32

The total energy is -11082.306 eV. The HOMO energy comes out at -10.131 eV. Its gap between HOMO and LUMO is 10.33 eV. The calculation puts the energy above the lowest of the compared OMol25 structures with the same formula, charge and spin at 30.9 kcal/mol.

Listed below, in e, are the Löwdin charges computed for each atom: Si 0.6802; C -0.0450; C -0.2433; C -0.2819; H 0.0106; H -0.0316; H 0.0017; H 0.0124; H -0.0580; H -0.0452

---

Entry from the OMol25 dataset: 3 unconnected molecules or ions with the total composition C24H24F17N4O4P in a non-equilibrium geometry (wB97M-V/def2-TZVPD).

Cartesian coordinates (Å):
P 1.24 0.55 -4.22
F 1.19 -0.02 4.60
F -0.87 0.84 3.65
F 1.81 0.19 2.52
F 4.56 0.11 1.77
F 0.93 -2.68 2.34
F 2.76 -1.58 0.60
F 6.00 0.82 -0.32
F 6.19 -1.30 1.37
F 3.12 -3.25 4.46
F 4.38 -2.94 0.06
F 5.02 -3.13 2.78
F -1.26 -1.28 3.31
F 3.61 -1.18 3.99
F 5.74 -1.10 -1.30
F 0.85 -2.51 4.51
F 4.02 0.18 -0.96
F 3.19 -4.02 1.96
O -2.24 3.47 2.91
O -0.86 1.06 -1.87
O -2.84 -2.78 -0.91
O -2.22 -1.02 -5.45
N 0.27 1.48 -5.03
N -3.18 0.93 -4.93
N -1.57 -0.83 -0.67
N -2.47 3.94 5.09
C -4.14 1.81 -4.30
C -0.49 -0.23 2.92
C -0.74 0.12 1.46
C -2.03 4.23 3.84
C -1.92 -2.11 -1.26
C 2.98 -2.28 3.53
C 1.00 -0.50 3.35
C -4.13 -1.14 -4.01
C 4.99 -0.87 0.96
C 0.26 -3.43 -4.09
C -0.99 -2.36 -2.39
C 5.19 -0.23 -0.45
C -1.28 5.53 3.65
C -0.37 -1.16 -2.69
C 0.55 -1.05 -3.73
C -2.32 4.72 6.30
C 0.87 -2.21 -4.41
C 3.79 -2.86 2.31
C -0.63 -1.04 0.47
C -0.69 -3.52 -3.09
C -0.90 -0.13 -1.75
C 1.42 -2.01 3.40
C -3.11 -0.43 -4.86
C 3.96 -2.04 0.98
H -1.76 0.50 1.43
H 0.38 -1.09 0.07
H -2.96 3.06 5.15
H -1.77 4.16 7.06
H -1.78 5.64 6.09
H 2.41 0.19 -4.91
H -4.88 1.23 -3.75
H -0.90 -1.98 0.94
H -4.09 -0.81 -2.97
H -5.15 -0.97 -4.38
H -1.91 6.39 3.92
H 0.61 1.66 -5.96
H -3.30 4.98 6.72
H 0.53 -4.32 -4.65
H -0.38 5.56 4.26
H -3.92 -2.21 -4.06
H -1.00 5.62 2.61
H -3.64 2.48 -3.60
H -4.66 2.41 -5.04
H -1.18 -4.45 -2.85
H -2.42 1.34 -5.45
H 1.58 -2.19 -5.23
H 1.68 1.12 -3.01
H -0.09 0.95 1.19

The total energy is -94914.055 eV. The HOMO energy comes out at -8.708 eV. Its gap between HOMO and LUMO is 8.31 eV.

Listed below, in e, are the Löwdin charges computed for each atom: P 0.7429; F 0.1523; F 0.1146; F 0.1352; F 0.1649; F 0.1468; F 0.1465; F 0.1902; F 0.1693; F 0.1604; F 0.1645; F 0.1648; F 0.1240; F 0.1576; F 0.1831; F 0.1606; F 0.1707; F 0.1629; O 0.0292; O 0.1466; O 0.1587; O 0.0188; N -0.2825; N 0.0179; N 0.0442; N 0.0076; C -0.0738; C -0.4248; C -0.0322; C -0.5543; C -0.3698; C -0.3147; C -0.3294; C -0.0048; C -0.3425; C -0.0362; C -0.0835; C -0.5379; C -0.0117; C -0.1050; C -0.2827; C -0.0810; C -0.0594; C -0.3299; C -0.1092; C 0.0230; C -0.3650; C -0.3180; C -0.5553; C -0.3234; H 0.1472; H 0.1200; H 0.1387; H 0.0827; H 0.0689; H 0.0080; H 0.0703; H 0.1269; H 0.0791; H 0.0841; H 0.0828; H -0.0363; H 0.0821; H 0.1114; H 0.0831; H 0.0817; H 0.0816; H 0.0853; H 0.0805; H 0.1274; H 0.1181; H 0.1065; H 0.0033; H 0.1363

---

Entry from the OMol25 dataset: 4 unconnected molecules or ions with the total composition C2H13NO4 in a non-equilibrium geometry (wB97M-V/def2-TZVPD).

Cartesian coordinates (Å):
O -0.88 0.25 3.67
O -2.22 0.86 0.19
O 1.11 -1.58 -1.67
O -0.02 -1.77 1.17
N 0.77 0.73 -1.96
C 1.22 1.27 -0.61
C 0.14 -0.54 -1.80
H 0.53 -2.09 1.88
H 1.85 0.47 -0.21
H -0.59 -0.36 2.98
H -0.37 -0.77 -0.85
H 0.25 -2.12 0.31
H 1.80 2.23 -0.68
H -1.73 0.20 0.70
H -2.75 1.32 0.85
H -0.58 -0.77 -2.58
H 1.76 -1.34 -2.39
H 0.31 1.50 -0.02
H -0.69 1.08 3.21
H 0.09 1.45 -2.19

The total energy is -11964.201 eV. The HOMO energy comes out at -9.730 eV. Its gap between HOMO and LUMO is 10.23 eV. The calculation puts the energy above the lowest of the compared OMol25 structures with the same formula, charge and spin at 29.2 kcal/mol.

Listed below, in e, are the Löwdin charges computed for each atom: O -0.0600; O -0.0602; O -0.0947; O -0.0557; N -0.0798; C -0.0926; C -0.3447; H 0.0490; H 0.0737; H -0.0019; H 0.0766; H 0.0295; H 0.0871; H 0.0062; H 0.0425; H 0.1233; H 0.1079; H 0.0556; H 0.0378; H 0.1005

---

Entry from the OMol25 dataset: a single C4H6S3 molecule in a non-equilibrium geometry (wB97M-V/def2-TZVPD).

Cartesian coordinates (Å):
S 1.21 -2.09 0.69
S 2.65 2.21 -0.62
S -2.47 0.29 -0.21
C -0.70 -0.27 -0.26
C 0.19 -0.41 0.93
C 0.23 0.84 -0.09
C 1.51 1.01 -1.02
H -0.31 -0.29 1.94
H 1.61 0.21 -1.87
H -0.12 -2.76 0.26
H -2.74 0.33 1.44
H -0.80 -0.95 -1.28
H -0.24 1.89 0.08

The total energy is -36745.877 eV. The HOMO energy comes out at -8.885 eV. Its gap between HOMO and LUMO is 8.11 eV. The calculation puts the energy above the lowest of the compared OMol25 structures with the same formula, charge and spin at 101.0 kcal/mol.

Listed below, in e, are the Löwdin charges computed for each atom: S 0.5925; S 0.5910; S 0.6067; C -0.8147; C -0.4855; C -0.4037; C -0.5628; H 0.0989; H 0.0924; H -0.0253; H 0.0253; H 0.1424; H 0.1429

---

Entry from the OMol25 dataset: a single C4H5N molecule in a non-equilibrium geometry (wB97M-V/def2-TZVPD).

Cartesian coordinates (Å):
N 1.12 -0.74 -0.52
C 0.06 -0.20 0.35
C 1.20 0.62 -0.13
C -1.34 -0.20 -0.06
C -2.51 0.02 -0.24
H 1.08 1.33 -0.96
H -3.57 0.04 -0.32
H 0.22 -0.51 1.37
H 1.97 0.97 0.49
H 1.77 -1.34 0.01

The total energy is -5715.706 eV. The HOMO energy comes out at -9.659 eV. Its gap between HOMO and LUMO is 10.70 eV. The calculation puts the energy above the lowest of the compared OMol25 structures with the same formula, charge and spin at 72.4 kcal/mol.

Listed below, in e, are the Löwdin charges computed for each atom: N 0.0044; C -0.3095; C -0.1737; C -0.0778; C 0.1102; H 0.1126; H 0.0197; H 0.1263; H 0.0860; H 0.1017

---

Entry from the OMol25 dataset: a molecular structure, C37H71N3O2PbSi6Te (wB97M-V/def2-TZVPD).

Cartesian coordinates (Å):
Pb -0.11 -1.50 -0.80
Te -1.10 1.07 -2.09
Si 0.92 4.39 -1.09
Si -2.45 3.84 0.71
Si -2.37 4.40 -2.98
Si 4.42 0.53 1.57
Si -1.19 3.39 -1.22
Si 1.74 0.84 3.32
O -2.18 -1.94 -0.11
O -0.69 -1.90 -2.98
N -0.45 -4.36 -1.51
N 2.48 -3.76 -0.06
N -0.14 -3.01 1.81
C 2.18 2.55 4.02
C -4.94 -4.19 0.39
C 1.89 3.91 0.44
C -1.55 -4.59 -2.12
C 3.27 -2.64 -0.56
C -4.60 -4.85 1.58
C -0.04 -5.32 -0.51
C 1.35 -5.88 -0.79
C -2.15 -3.79 -3.17
C 2.67 0.38 1.87
C -2.32 -1.89 -4.66
C -1.39 4.21 2.22
C 1.92 3.91 -2.61
C 4.84 0.70 -0.28
C 2.42 -4.82 -1.05
C -2.51 -3.59 1.62
C 5.19 2.05 2.42
C -2.57 6.29 -2.94
C 1.88 -0.22 4.93
C -0.10 0.79 2.92
C 5.58 -0.88 2.16
C -3.85 -3.74 -4.91
C -4.11 3.66 -3.02
C 1.88 -4.37 2.32
C -3.37 -2.49 -5.31
C -3.62 2.42 1.10
C -1.67 -2.51 -3.56
C -1.58 4.03 -4.65
C 2.95 -4.19 1.25
C -2.87 -2.89 0.43
C -4.11 -3.25 -0.16
C -3.23 -4.37 -3.85
C -3.50 5.41 0.48
C -1.23 -3.44 2.31
C 0.76 6.28 -1.07
C -3.39 -4.52 2.17
C 1.04 -3.12 2.65
H 1.39 4.22 1.35
H -1.66 6.78 -3.32
H 0.28 6.66 -1.98
H -3.58 -5.34 -3.51
H 4.91 -0.27 -0.77
H -2.87 6.28 0.32
H 3.24 -1.82 0.15
H 3.52 -5.13 1.16
H -0.76 -6.15 -0.42
H -1.23 -3.82 3.35
H -4.20 5.33 -0.35
H 1.32 -6.53 -1.67
H 1.13 -1.01 4.97
H 1.42 4.22 -3.53
H -4.67 3.88 -2.11
H 6.23 2.17 2.12
H 3.66 -3.44 1.63
H 4.33 -2.91 -0.73
H -5.25 -5.58 2.02
H 1.39 2.90 4.70
H -2.77 6.69 -1.95
H 2.87 -0.69 5.01
H 1.20 -5.19 2.06
H 5.81 1.21 -0.43
H 2.39 -4.69 3.23
H -0.87 5.17 2.12
H 5.59 -1.72 1.45
H -3.85 -1.97 -6.14
H -4.53 2.80 1.57
H -0.62 4.55 -4.76
H 0.16 6.62 -0.22
H -3.14 1.72 1.78
H -0.43 -0.24 2.76
H -1.40 2.96 -4.76
H -2.24 4.37 -5.46
H -4.37 -2.73 -1.08
H -0.64 3.44 2.39
H -1.96 -0.91 -4.94
H -4.67 4.04 -3.87
H 4.08 1.29 -0.79
H 4.64 2.96 2.18
H -4.08 5.58 1.40
H 1.66 -2.23 2.53
H -2.12 -5.50 -1.85
H 2.21 -4.35 -2.01
H 2.05 2.83 0.51
H 1.75 6.73 -0.99
H 1.74 0.41 5.82
H -4.03 2.57 -3.10
H 2.04 2.83 -2.65
H -4.69 -4.21 -5.42
H -0.31 1.33 1.99
H -3.10 -5.02 3.09
H 5.18 1.93 3.51
H -5.88 -4.43 -0.11
H 1.64 -6.52 0.05
H 5.23 -1.27 3.12
H 2.87 -2.30 -1.52
H -0.73 1.21 3.72
H 2.10 -0.20 1.14
H 2.31 3.30 3.24
H 2.91 4.37 -2.57
H 3.11 2.50 4.59
H 0.75 -3.18 3.71
H -3.40 6.57 -3.60
H 6.61 -0.54 2.28
H -3.89 1.86 0.20
H 3.40 -5.33 -1.14
H -0.02 -4.79 0.44
H 2.87 4.40 0.41
H -2.03 4.27 3.11

The total energy is -107900.192 eV. The HOMO energy comes out at -1.308 eV. Its gap between HOMO and LUMO is 5.53 eV. The calculation puts the energy above the lowest of the compared OMol25 structures with the same formula, charge and spin at 5.0 kcal/mol. As for the charge: -2.

Löwdin atomic charge list, values in e, 99 entries: Pb 1.1100; Te 0.3843; Si 0.3123; Si 0.3370; Si 0.2900; Si 0.3238; Si -0.0348; Si 0.3322; O -0.3078; O -0.3823; N 0.0290; N -0.2139; N -0.0052; C -0.2048; C -0.1124; C -0.2170; C -0.1268; C -0.1379; C -0.1356; C -0.2411; C -0.1715; C -0.1501; C -0.3772; C -0.0251; C -0.2236; C -0.2261; C -0.1891; C -0.2320; C -0.1407; C -0.2064; C -0.2255; C -0.2075; C -0.1898; C -0.2123; C -0.1362; C -0.2339; C -0.1601; C -0.1147; C -0.2162; C -0.3880; C -0.2385; C -0.1958; C -0.3767; C -0.0225; C -0.0828; C -0.2375; C -0.1371; C -0.2230; C -0.0819; C -0.2153; H 0.0030; H 0.0087; H 0.0022; H 0.0986; H 0.0005; H 0.0128; H 0.0421; H 0.1143; H 0.1113; H 0.1195; H 0.0060; H 0.1060; H -0.0049; H 0.0071; H 0.0092; H 0.0113; H 0.1075; H 0.0899; H 0.0788; H 0.0152; H -0.0021; H 0.0071; H 0.0942; H 0.0125; H 0.1065; H 0.0219; H -0.0060; H 0.0898; H 0.0197; H 0.0100; H 0.0161; H 0.0221; H 0.0109; H -0.0036; H 0.0208; H 0.1156; H -0.0071; H 0.0977; H 0.0196; H 0.0125; H 0.0095; H 0.0217; H 0.0893; H 0.1175; H 0.1118; H 0.0170; H 0.0199; H 0.0049; H 0.0101